Entry from OMol25: C45H35AgBrCl3F9N4O4PS2 as an isolated structure (ωB97M-V/def2-TZVPD).

Values from the calculation:
Orbital gap in eV: 8.56

```
! wB97M-V def2-TZVPD RIJCOSX def2/J DEFGRID3
* xyz 0 1
C 1.657 -0.310 6.670
H -0.322 0.187 -6.248
H 3.787 -1.929 2.082
H -0.574 1.511 -5.102
H -2.861 2.663 3.905
H 1.538 -2.375 3.630
N 1.771 -0.707 -2.675
C -1.473 3.957 2.904
C 0.663 3.965 -3.633
C -1.666 -2.257 1.499
C -1.914 -0.141 -4.844
H -1.256 -0.169 1.231
S -4.664 2.064 0.064
C -4.630 0.357 0.141
F -3.302 -4.493 1.534
C -1.857 -3.612 -3.272
C -4.122 0.769 -2.087
C 3.413 0.304 8.340
O -1.235 2.100 -0.382
H 3.797 3.810 -2.411
C 2.730 3.647 -2.487
F -2.636 5.468 4.292
H 3.457 -1.410 -3.814
H -0.172 0.136 -2.430
C -1.771 -3.875 -5.666
C 0.588 2.958 2.217
C -1.062 1.638 3.355
H -1.397 0.693 3.765
C 0.241 -1.123 2.454
C 2.031 4.177 -3.562
Cl -4.145 3.492 -2.490
H 1.398 -2.193 -1.368
F 2.966 1.401 8.982
F -1.917 6.228 2.399
H -4.844 -0.144 1.071
H -2.578 -2.224 0.917
H -2.584 0.127 -5.671
C 1.730 -0.621 -4.912
C -0.540 0.427 -5.210
S 5.039 -0.210 0.343
H 4.635 1.200 6.098
C 1.167 -0.328 5.376
C -2.007 -4.723 1.812
C -0.930 -1.094 1.692
H -4.138 -0.547 -3.758
H -1.082 3.094 -2.716
C -1.890 2.742 3.434
O -2.344 0.489 -3.656
H -4.276 -1.265 -1.236
C 1.912 0.206 4.325
C -1.781 -4.420 -4.395
C -1.829 -2.497 -5.795
C -0.235 4.071 2.298
C 3.165 0.748 4.599
F -3.603 4.872 2.457
Br -0.310 4.670 -5.107
C -4.287 2.032 -1.600
Cl -1.703 -6.142 -4.214
H 1.544 3.035 1.712
C -0.014 3.249 -2.665
F -1.500 -5.400 0.757
F 3.013 -0.757 9.062
H 0.191 -0.759 5.188
O 1.440 -2.603 -0.485
H 0.079 5.015 1.875
C -1.897 -1.650 -4.697
C 2.905 0.245 6.926
H 3.764 1.145 3.788
C 0.646 -2.336 3.015
C -3.768 0.450 -3.497
H -1.719 -4.507 -6.540
H 4.869 -1.986 -1.771
C 2.070 2.900 -1.521
H 0.551 -2.518 -0.119
H 3.258 -3.209 1.071
C 4.409 -1.785 0.184
F -1.961 -5.561 2.859
H -4.217 1.176 -4.183
C 0.184 1.737 2.740
H -1.870 -4.058 -2.289
F 4.755 0.341 8.394
C -0.057 1.835 -0.611
C 3.661 0.778 5.895
H 1.926 -0.665 -5.969
C -4.331 -0.199 -1.063
C 0.699 2.695 -1.607
C -0.086 -3.496 2.827
C 2.467 -0.987 -3.828
P 1.347 0.336 2.577
H 2.625 2.474 -0.693
O 0.592 0.867 -0.085
C -1.244 -3.456 2.066
H 2.538 4.742 -4.332
Ag 2.556 -0.186 -0.176
H 1.074 -0.728 7.480
H -1.989 -1.595 -2.567
C -2.401 5.134 3.005
H 4.072 -3.372 -1.086
C 0.623 -0.198 -3.072
C -1.916 -2.239 -3.436
H 0.233 -4.425 3.281
N 4.468 -2.453 -0.979
Cl -1.810 -1.838 -7.409
N 0.552 -0.118 -4.415
N 3.925 -2.470 1.244
*
```

Entry from OMol25: C45H35BrF5I2IrN2OP as an isolated structure at a distorted geometry (ωB97M-V/def2-TZVPD).

Values from the calculation:
Orbital gap (spin up / spin down) in eV: 7.38 / 4.81

```
! wB97M-V def2-TZVPD RIJCOSX def2/J DEFGRID3
* xyz 1 5
C 0.493 2.465 3.879
F 5.036 3.739 -0.134
C 3.877 1.655 -0.378
C -0.909 -1.322 3.992
H -3.636 0.544 3.711
C -4.296 -2.580 -3.030
H 0.658 1.234 -2.578
F 7.259 2.430 0.605
C 4.918 -0.288 0.341
H 4.544 -2.975 -5.357
H -2.463 1.734 3.107
C -2.484 1.582 -3.959
H 1.686 -3.675 -0.141
H -2.562 0.538 -4.224
H -4.947 -3.206 -3.613
C 1.864 -4.026 1.963
C -3.068 1.702 0.491
C 3.185 -1.440 -4.450
H -2.521 -3.870 -3.067
C -0.690 -0.779 5.298
H -1.014 2.990 -3.272
H -0.694 -1.412 6.188
H 3.106 -0.396 2.297
C 6.025 0.405 0.766
H -2.404 2.001 -4.969
H -2.093 4.368 -2.195
H 0.789 4.148 2.643
C 2.857 -1.785 -2.096
C -2.023 2.274 -1.610
H -3.040 -0.212 1.443
C -2.687 -0.845 -1.598
I -1.235 -3.376 3.989
H 1.847 -0.270 -3.133
F 7.075 -0.341 1.227
H -0.463 0.112 -3.493
C 6.100 1.775 0.502
H -4.110 2.024 3.103
H 2.147 -4.236 4.058
H -5.854 -1.129 -2.973
C -2.223 -2.081 -2.121
F 5.038 -1.648 0.525
C -4.821 -1.386 -2.617
Ir -0.080 -0.451 -0.317
C -0.732 -0.867 2.665
C 0.042 1.120 4.057
C -2.314 3.635 -1.424
H -3.312 5.082 -0.134
H -3.504 1.914 -3.608
C 4.003 -2.593 -4.467
C 1.929 -3.240 0.794
C 2.365 -1.848 0.881
C 2.153 -3.520 3.232
C -0.291 0.504 5.351
C -4.002 -0.532 -1.971
C -0.151 1.134 -3.297
C -2.403 1.299 -0.649
C -0.182 0.480 2.772
C -3.042 -2.973 -2.744
H 0.810 2.408 0.438
C -3.397 1.289 2.926
P 2.346 -0.712 -0.603
H 4.017 -3.376 -1.166
C 2.591 -2.205 3.312
C 3.691 -2.863 -2.035
H -4.168 0.521 -1.776
H 0.218 1.532 -4.275
H -5.410 -0.172 2.229
H -4.210 3.315 1.338
C -5.132 0.397 1.299
C 3.807 0.308 -0.264
N -1.890 -0.011 -0.817
C 5.019 2.389 0.005
C -1.375 2.025 -2.986
C 0.525 2.238 1.474
H 1.750 -5.074 1.731
H 5.042 -4.046 -3.274
C 2.684 -1.378 2.182
H 2.836 -1.712 4.233
C 4.212 -3.357 -3.257
C 0.630 3.035 2.690
F -0.847 -2.447 -1.969
H 0.786 3.255 4.585
H -5.425 -0.124 0.364
O -0.702 -1.477 1.511
C 2.607 -1.041 -3.274
N 0.112 1.044 1.611
I 0.299 1.606 7.040
C -3.606 0.740 1.489
C -3.063 4.033 -0.275
H -5.707 1.320 1.268
C -3.438 3.044 0.604
H 2.980 -0.828 -5.308
Br 2.661 2.728 -1.317
*
```

Entry from OMol25: C45H36ClF6N3O8PS3Sr as an isolated structure at a distorted geometry (ωB97M-V/def2-TZVPD).

Values from the calculation:
Orbital gap in eV: 6.81

```
! wB97M-V def2-TZVPD RIJCOSX def2/J DEFGRID3
* xyz -1 1
H 2.100 -1.704 -4.657
C -1.381 2.126 -2.548
N 0.607 -2.413 -0.201
H 3.453 5.367 -1.708
H -1.724 0.242 3.446
C 2.343 -3.449 -1.950
C 1.034 2.608 -6.352
C 2.735 0.876 3.646
C -1.783 -1.633 4.463
H 1.351 5.943 -0.464
O -1.679 3.069 -1.820
C -1.208 3.799 -4.422
H 1.173 3.863 2.949
Cl 2.653 -0.712 1.502
O -1.773 -3.396 -0.240
H -1.543 -3.521 5.455
H 2.456 0.571 -1.040
C 5.505 0.546 3.982
H -2.856 -1.714 4.373
C -1.408 2.338 -4.075
C -1.144 -0.523 3.943
C -3.048 1.051 1.724
C 4.855 -0.076 2.924
C 0.382 4.811 4.696
C -0.227 4.624 5.930
C -1.865 3.469 2.303
C 1.817 2.584 -0.602
H 0.919 -3.314 5.617
C 2.375 1.197 -4.960
C -0.105 3.046 0.590
C 2.689 1.618 -1.156
H 4.460 1.240 -2.259
H 2.053 -1.331 4.716
C 1.839 2.443 -5.233
H -0.641 1.705 -4.527
H 4.981 3.652 -2.609
H -0.343 1.245 5.969
C -0.487 3.341 6.382
S -0.731 -2.887 0.600
C 0.240 -0.400 4.035
H 6.571 0.421 4.103
H 5.385 -0.688 2.214
H 3.714 -1.179 -5.115
C 4.099 3.364 -2.052
Sr -0.457 -0.379 -0.370
N -1.203 4.045 -5.865
F 1.059 -3.962 2.239
H -2.376 1.991 -4.448
C 3.408 1.480 4.706
F 3.399 -2.831 -1.424
O -1.083 -1.837 1.539
C 0.975 -1.410 4.642
H -0.642 5.140 0.738
C 3.257 4.314 -1.548
S 0.217 4.152 -6.628
C 2.108 3.943 -0.816
C -1.296 2.595 1.369
C 3.803 1.998 -1.852
C 1.187 4.887 -0.294
H -1.850 3.486 -6.398
H 0.174 1.685 -8.077
O -0.211 -3.075 -2.562
O -1.037 0.958 -2.195
C 2.133 0.111 -5.792
P 0.949 1.074 3.243
H -3.496 3.805 3.654
F 2.189 -4.618 -1.321
H -0.265 4.174 -4.026
H 1.158 -0.532 -7.585
C 1.344 0.302 -6.921
F -0.987 -4.610 2.558
H 5.268 1.803 5.710
H -1.385 4.402 2.565
C 0.335 -2.531 5.151
C 4.775 1.321 4.878
O -0.096 4.241 -8.029
H -0.966 3.190 7.339
H -4.619 1.667 3.066
H -0.503 5.479 6.533
F 0.154 -5.360 0.869
O 1.194 -1.065 -2.214
O 0.995 5.152 -5.952
C -1.834 1.332 1.078
C -1.044 -2.642 5.064
H 2.035 3.278 -4.581
H 2.649 -1.908 -6.320
C -3.053 3.130 2.932
H 2.848 2.086 5.407
C 3.490 0.106 2.791
C 0.787 1.539 -7.202
C -0.075 -4.287 1.628
H 0.577 5.807 4.330
H 2.980 1.066 -4.074
C 2.683 -1.244 -5.458
N 0.732 2.159 0.108
S 0.810 -2.409 -1.819
C -0.136 2.244 5.610
C 0.722 3.714 3.922
H -1.987 4.411 -3.966
H -3.540 0.097 1.556
C -3.671 1.926 2.608
C 0.103 4.449 0.383
F 2.601 -3.696 -3.244
C 0.476 2.420 4.376
*
```

Repeat the third record exactly.
Entry from OMol25: C45H36ClF6N3O8PS3Sr as an isolated structure at a distorted geometry (ωB97M-V/def2-TZVPD).

Values from the calculation:
Orbital gap in eV: 6.81

```
! wB97M-V def2-TZVPD RIJCOSX def2/J DEFGRID3
* xyz -1 1
H 2.100 -1.704 -4.657
C -1.381 2.126 -2.548
N 0.607 -2.413 -0.201
H 3.453 5.367 -1.708
H -1.724 0.242 3.446
C 2.343 -3.449 -1.950
C 1.034 2.608 -6.352
C 2.735 0.876 3.646
C -1.783 -1.633 4.463
H 1.351 5.943 -0.464
O -1.679 3.069 -1.820
C -1.208 3.799 -4.422
H 1.173 3.863 2.949
Cl 2.653 -0.712 1.502
O -1.773 -3.396 -0.240
H -1.543 -3.521 5.455
H 2.456 0.571 -1.040
C 5.505 0.546 3.982
H -2.856 -1.714 4.373
C -1.408 2.338 -4.075
C -1.144 -0.523 3.943
C -3.048 1.051 1.724
C 4.855 -0.076 2.924
C 0.382 4.811 4.696
C -0.227 4.624 5.930
C -1.865 3.469 2.303
C 1.817 2.584 -0.602
H 0.919 -3.314 5.617
C 2.375 1.197 -4.960
C -0.105 3.046 0.590
C 2.689 1.618 -1.156
H 4.460 1.240 -2.259
H 2.053 -1.331 4.716
C 1.839 2.443 -5.233
H -0.641 1.705 -4.527
H 4.981 3.652 -2.609
H -0.343 1.245 5.969
C -0.487 3.341 6.382
S -0.731 -2.887 0.600
C 0.240 -0.400 4.035
H 6.571 0.421 4.103
H 5.385 -0.688 2.214
H 3.714 -1.179 -5.115
C 4.099 3.364 -2.052
Sr -0.457 -0.379 -0.370
N -1.203 4.045 -5.865
F 1.059 -3.962 2.239
H -2.376 1.991 -4.448
C 3.408 1.480 4.706
F 3.399 -2.831 -1.424
O -1.083 -1.837 1.539
C 0.975 -1.410 4.642
H -0.642 5.140 0.738
C 3.257 4.314 -1.548
S 0.217 4.152 -6.628
C 2.108 3.943 -0.816
C -1.296 2.595 1.369
C 3.803 1.998 -1.852
C 1.187 4.887 -0.294
H -1.850 3.486 -6.398
H 0.174 1.685 -8.077
O -0.211 -3.075 -2.562
O -1.037 0.958 -2.195
C 2.133 0.111 -5.792
P 0.949 1.074 3.243
H -3.496 3.805 3.654
F 2.189 -4.618 -1.321
H -0.265 4.174 -4.026
H 1.158 -0.532 -7.585
C 1.344 0.302 -6.921
F -0.987 -4.610 2.558
H 5.268 1.803 5.710
H -1.385 4.402 2.565
C 0.335 -2.531 5.151
C 4.775 1.321 4.878
O -0.096 4.241 -8.029
H -0.966 3.190 7.339
H -4.619 1.667 3.066
H -0.503 5.479 6.533
F 0.154 -5.360 0.869
O 1.194 -1.065 -2.214
O 0.995 5.152 -5.952
C -1.834 1.332 1.078
C -1.044 -2.642 5.064
H 2.035 3.278 -4.581
H 2.649 -1.908 -6.320
C -3.053 3.130 2.932
H 2.848 2.086 5.407
C 3.490 0.106 2.791
C 0.787 1.539 -7.202
C -0.075 -4.287 1.628
H 0.577 5.807 4.330
H 2.980 1.066 -4.074
C 2.683 -1.244 -5.458
N 0.732 2.159 0.108
S 0.810 -2.409 -1.819
C -0.136 2.244 5.610
C 0.722 3.714 3.922
H -1.987 4.411 -3.966
H -3.540 0.097 1.556
C -3.671 1.926 2.608
C 0.103 4.449 0.383
F 2.601 -3.696 -3.244
C 0.476 2.420 4.376
*
```

What did the second record say?
Entry from OMol25: C45H35BrF5I2IrN2OP as an isolated structure at a distorted geometry (ωB97M-V/def2-TZVPD).

Values from the calculation:
Orbital gap (spin up / spin down) in eV: 7.38 / 4.81

```
! wB97M-V def2-TZVPD RIJCOSX def2/J DEFGRID3
* xyz 1 5
C 0.493 2.465 3.879
F 5.036 3.739 -0.134
C 3.877 1.655 -0.378
C -0.909 -1.322 3.992
H -3.636 0.544 3.711
C -4.296 -2.580 -3.030
H 0.658 1.234 -2.578
F 7.259 2.430 0.605
C 4.918 -0.288 0.341
H 4.544 -2.975 -5.357
H -2.463 1.734 3.107
C -2.484 1.582 -3.959
H 1.686 -3.675 -0.141
H -2.562 0.538 -4.224
H -4.947 -3.206 -3.613
C 1.864 -4.026 1.963
C -3.068 1.702 0.491
C 3.185 -1.440 -4.450
H -2.521 -3.870 -3.067
C -0.690 -0.779 5.298
H -1.014 2.990 -3.272
H -0.694 -1.412 6.188
H 3.106 -0.396 2.297
C 6.025 0.405 0.766
H -2.404 2.001 -4.969
H -2.093 4.368 -2.195
H 0.789 4.148 2.643
C 2.857 -1.785 -2.096
C -2.023 2.274 -1.610
H -3.040 -0.212 1.443
C -2.687 -0.845 -1.598
I -1.235 -3.376 3.989
H 1.847 -0.270 -3.133
F 7.075 -0.341 1.227
H -0.463 0.112 -3.493
C 6.100 1.775 0.502
H -4.110 2.024 3.103
H 2.147 -4.236 4.058
H -5.854 -1.129 -2.973
C -2.223 -2.081 -2.121
F 5.038 -1.648 0.525
C -4.821 -1.386 -2.617
Ir -0.080 -0.451 -0.317
C -0.732 -0.867 2.665
C 0.042 1.120 4.057
C -2.314 3.635 -1.424
H -3.312 5.082 -0.134
H -3.504 1.914 -3.608
C 4.003 -2.593 -4.467
C 1.929 -3.240 0.794
C 2.365 -1.848 0.881
C 2.153 -3.520 3.232
C -0.291 0.504 5.351
C -4.002 -0.532 -1.971
C -0.151 1.134 -3.297
C -2.403 1.299 -0.649
C -0.182 0.480 2.772
C -3.042 -2.973 -2.744
H 0.810 2.408 0.438
C -3.397 1.289 2.926
P 2.346 -0.712 -0.603
H 4.017 -3.376 -1.166
C 2.591 -2.205 3.312
C 3.691 -2.863 -2.035
H -4.168 0.521 -1.776
H 0.218 1.532 -4.275
H -5.410 -0.172 2.229
H -4.210 3.315 1.338
C -5.132 0.397 1.299
C 3.807 0.308 -0.264
N -1.890 -0.011 -0.817
C 5.019 2.389 0.005
C -1.375 2.025 -2.986
C 0.525 2.238 1.474
H 1.750 -5.074 1.731
H 5.042 -4.046 -3.274
C 2.684 -1.378 2.182
H 2.836 -1.712 4.233
C 4.212 -3.357 -3.257
C 0.630 3.035 2.690
F -0.847 -2.447 -1.969
H 0.786 3.255 4.585
H -5.425 -0.124 0.364
O -0.702 -1.477 1.511
C 2.607 -1.041 -3.274
N 0.112 1.044 1.611
I 0.299 1.606 7.040
C -3.606 0.740 1.489
C -3.063 4.033 -0.275
H -5.707 1.320 1.268
C -3.438 3.044 0.604
H 2.980 -0.828 -5.308
Br 2.661 2.728 -1.317
*
```